Molecular formula: C10H16ClHoPtS
Method: DFT, the ωB97M-V functional and the def2-TZVPD basis

For the HOMO-LUMO gap (alpha / beta), the calculation gives 3.633 / 4.482 eV. As for the multiplicity: 9. The net charge is 0. For the highest occupied orbital energy (alpha / beta), the calculation gives -4.51 / -8.24 eV.

XYZ file:
```
30
Properties=species:S:1:pos:R:3:forces:R:3
Ho -0.02488 0.17279 0.16936 6.1 -2.3 2.8
Cl -0.02468 1.77929 -1.22254 -0.3 5.8 -4.9
C -1.72898 -0.74781 0.43586 -6.4 -3.1 0.8
H -1.66058 -1.56411 1.16426 -0.1 -0.1 0.1
H -2.09778 -1.16811 -0.50904 -0.1 -0.1 0.0
H -2.50038 -0.04811 0.78386 -0.2 -0.1 0.1
Pt 0.67032 0.25179 -4.57104 0.0 0.0 0.1
C -1.34598 0.84459 -4.47364 -1.1 0.1 -0.1
C 2.26662 1.39479 -3.81544 1.0 0.4 0.2
C 1.06132 -1.41891 -5.31564 0.1 -0.2 -0.4
H 2.79412 0.81579 -3.03954 -0.3 0.1 -0.2
H 2.99842 1.59119 -4.61604 -0.3 0.0 0.1
H 1.95812 2.35629 -3.38194 -0.1 -0.3 -0.1
H -1.91608 0.10189 -3.89144 0.3 0.2 0.0
H -1.49628 1.83309 -4.01744 0.2 -0.2 -0.1
H -1.78278 0.85659 -5.48554 0.3 0.0 0.2
H 0.30532 -2.10721 -5.71914 0.1 0.0 0.1
H 2.07632 -1.83351 -5.39414 -0.2 -0.1 0.1
S 1.93172 0.24019 1.96506 -0.1 -0.3 2.3
C 0.84072 -0.04511 3.35426 1.1 0.3 -1.2
C 1.20682 -0.96701 4.34196 -0.3 -0.4 0.9
C 0.36832 -1.19101 5.43806 0.2 0.2 -0.6
C -0.83868 -0.49361 5.54866 0.2 0.1 -0.4
C -1.20668 0.42869 4.56296 0.5 -0.1 -0.3
C -0.36708 0.65509 3.46606 -0.8 -0.1 0.7
H 2.14162 -1.50821 4.26316 0.0 0.1 -0.1
H 0.65492 -1.90271 6.20146 0.0 0.0 -0.1
H -1.48698 -0.66731 6.39786 0.0 0.0 0.0
H -2.14058 0.96839 4.65076 0.0 0.0 -0.1
H -0.65618 1.37239 2.70886 0.0 0.1 -0.1
```
Positions in Å, forces in eV/Å.

Mulliken atomic charge list, values in e, 4 entries: Ho 0.545; Cl -0.384; C -1.257; H 0.325